1.
C26H25O4PPtS2Se2 | the ωB97M-V functional and the def2-TZVPD basis

```
61
Properties=species:S:1:pos:R:3
Pt 0.956 -0.234 1.218
Se -0.029 -0.067 3.402
P 0.046 1.955 2.498
Se 0.191 2.074 0.364
C -1.386 2.809 3.240
C -2.176 3.640 2.457
C -3.307 4.243 2.991
C -3.651 4.016 4.314
C -2.862 3.186 5.102
C -1.739 2.578 4.567
C 1.490 2.797 3.235
C 2.337 3.595 2.477
C 3.452 4.186 3.059
C 3.724 3.987 4.402
C 2.875 3.200 5.169
C 1.768 2.607 4.589
H -1.911 3.807 1.419
H -3.923 4.881 2.371
H -4.539 4.474 4.731
H -3.132 3.000 6.134
H -1.153 1.907 5.181
H 2.136 3.750 1.426
H 4.112 4.792 2.453
H 4.602 4.435 4.851
H 3.084 3.035 6.218
H 1.129 1.976 5.191
C -0.295 -5.036 -4.276
C 0.419 -4.205 -3.243
C 0.139 -4.356 -1.892
C 0.823 -3.622 -0.932
C 1.817 -2.748 -1.335
C 2.113 -2.575 -2.684
C 1.405 -3.294 -3.627
S 2.699 -1.781 -0.162
O 2.122 -2.096 1.188
O 4.091 -2.010 -0.345
O 2.270 -0.372 -0.430
H -1.232 -5.432 -3.884
H 0.324 -5.885 -4.575
H -0.509 -4.454 -5.172
H -0.625 -5.057 -1.581
H 0.593 -3.728 0.120
H 2.890 -1.881 -2.978
H 1.622 -3.154 -4.679
C -4.558 0.234 -0.105
S -2.796 -0.009 -0.297
O -2.216 0.186 1.062
C -2.882 -1.785 -0.540
C -3.243 -2.303 -1.776
C -3.412 -3.672 -1.912
C -3.200 -4.508 -0.821
C -2.792 -3.981 0.396
C -2.629 -2.608 0.545
H -4.921 -0.440 0.669
H -5.051 0.032 -1.057
H -4.708 1.274 0.181
H -3.395 -1.642 -2.622
H -3.712 -4.090 -2.865
H -3.335 -5.577 -0.929
H -2.612 -4.636 1.238
H -2.319 -2.160 1.481
```

Spin multiplicity: 1
Relative energy (zero: lowest compared OMol25 entry of this formula, charge and spin), kcal per mole: 11.6
E_LUMO, eV: -0.58
HOMO, eV: -7.8

2.
C9H8N4O13PtS | the ωB97M-V functional and the def2-TZVPD basis

```
36
Properties=species:S:1:pos:R:3
Pt -0.510 -0.302 0.363
N 1.377 0.248 -0.701
C 2.517 -0.555 -0.263
C 2.115 -2.008 -0.015
C 1.497 -2.209 1.366
O 2.002 -3.008 2.143
O 0.455 -1.498 1.672
H 1.107 0.056 -1.660
H 1.538 1.243 -0.545
H 2.891 -0.103 0.657
H 3.321 -0.506 -1.004
H 2.989 -2.656 -0.067
H 1.404 -2.321 -0.785
O -3.140 -1.272 -0.916
S -2.070 -0.678 -1.684
O -2.311 -0.515 -3.091
O -1.657 0.671 -1.025
O -0.759 -1.457 -1.414
O -2.484 7.138 -0.842
N -2.747 6.171 -0.128
O -3.807 6.074 0.479
C -1.750 5.153 0.063
C -2.043 4.032 0.863
C -1.088 3.072 1.084
C 0.294 3.231 0.597
O 1.245 2.562 1.009
C 0.427 4.310 -0.371
C -0.540 5.277 -0.579
N 1.643 4.440 -1.132
O 1.915 5.535 -1.626
O 2.359 3.461 -1.286
N -1.478 1.955 1.840
O -2.598 1.920 2.395
O -0.690 0.879 1.965
H -3.025 3.904 1.287
H -0.345 6.104 -1.242
```

Spin multiplicity: 3
Relative energy (zero: lowest compared OMol25 entry of this formula, charge and spin), kcal per mole: 0.0
E_LUMO (spin up / spin down), eV: 4.54 / 4.39
Total charge: -2
HOMO (spin up / spin down), eV: -1.4 / -3.1

3.
C36H29N9OS4W | the ωB97M-V functional and the def2-TZVPD basis

```
80
Properties=species:S:1:pos:R:3
W -0.781 -0.561 0.654
C 1.548 -2.809 -0.566
C 0.143 -2.304 -0.713
N -0.076 -1.030 -1.154
N -0.664 -0.726 -2.371
C -1.580 0.164 -2.308
S -2.188 0.809 -0.811
S -2.274 0.818 -3.778
C -1.155 0.072 -4.989
C 0.206 0.714 -5.043
C 1.346 -0.028 -4.755
C 2.607 0.544 -4.867
C 2.740 1.868 -5.260
C 1.604 2.619 -5.532
C 0.346 2.046 -5.419
C -0.893 -3.312 -0.986
C -0.725 -4.511 -1.675
C -1.807 -5.342 -1.907
C -3.070 -4.980 -1.437
C -3.251 -3.805 -0.734
C -2.152 -2.977 -0.496
O -2.271 -1.874 0.228
H 2.284 -2.013 -0.635
H 1.741 -3.503 -1.389
H 1.684 -3.348 0.372
H -1.675 0.192 -5.941
H -1.078 -0.991 -4.773
H 1.238 -1.059 -4.441
H 3.487 -0.049 -4.649
H 3.723 2.312 -5.356
H 1.697 3.651 -5.849
H -0.538 2.635 -5.632
H 0.250 -4.787 -2.055
H -1.676 -6.266 -2.453
H -3.915 -5.631 -1.617
H -4.223 -3.525 -0.349
N -1.041 2.238 4.088
C 0.252 2.609 3.766
C 0.566 1.939 2.628
N -0.503 1.154 2.248
C -1.447 1.367 3.147
C -2.692 0.693 2.920
N -2.732 -0.083 1.859
C -4.005 -0.588 1.786
C -4.730 -0.109 2.834
N -3.882 0.716 3.549
H -1.556 2.537 4.897
H 0.817 3.291 4.374
H 1.484 1.931 2.072
H -4.289 -1.257 0.997
H -5.749 -0.272 3.130
H -4.115 1.218 4.387
S -0.851 -2.289 2.484
C 0.251 -1.652 3.675
C 0.067 -1.843 5.040
C 0.974 -1.327 5.961
C 0.727 -1.496 7.365
N 0.527 -1.618 8.490
C 2.095 -0.619 5.512
C 2.286 -0.434 4.143
C 1.374 -0.937 3.228
S 1.591 -0.707 1.510
C 3.028 -0.039 6.435
N 3.790 0.444 7.146
H -0.796 -2.391 5.394
H 3.149 0.121 3.799
C 2.762 4.634 -2.399
C 2.029 3.548 -1.667
C 2.459 2.228 -1.713
C 1.746 1.253 -1.043
N 0.644 1.505 -0.339
C 0.219 2.767 -0.305
C 0.876 3.807 -0.935
H 3.840 4.522 -2.288
H 2.474 5.621 -2.041
H 2.534 4.577 -3.465
H 3.337 1.951 -2.280
H 2.056 0.216 -1.080
H -0.699 2.947 0.241
H 0.480 4.812 -0.863
```

Spin multiplicity: 1
Relative energy (zero: lowest compared OMol25 entry of this formula, charge and spin), kcal per mole: 13.4
E_LUMO, eV: -0.39
HOMO, eV: -7.2

4.
C40H60Cl5EuGeN4O3P2Sb | the ωB97M-V functional and the def2-TZVPD basis

```
117
Properties=species:S:1:pos:R:3
Eu 10.840 10.626 15.040
Cl 11.872 8.084 15.828
C 13.418 8.738 15.476
C 13.474 10.185 15.369
C 14.724 10.582 15.182
Cl 15.075 12.398 15.188
C 15.926 9.846 15.133
Cl 17.454 10.651 15.150
C 15.765 8.430 15.222
Cl 17.063 7.349 15.180
C 14.465 7.853 15.210
Cl 14.293 6.198 15.056
C 6.200 14.539 18.240
N 7.544 15.059 17.919
C 7.675 16.513 17.908
P 8.838 14.217 17.513
O 8.500 12.772 17.321
O 9.425 14.729 16.087
P 9.364 14.150 14.598
O 10.136 12.850 14.453
N 9.896 15.527 13.917
C 10.879 16.412 14.577
C 9.755 15.585 12.516
N 7.816 14.020 14.141
C 7.304 12.865 13.404
C 6.814 15.014 14.565
N 10.080 14.533 18.522
C 11.457 14.422 18.144
C 9.787 14.759 19.954
H 5.910 14.955 19.202
H 6.226 13.451 18.362
H 5.453 14.868 17.476
H 6.876 17.010 17.280
H 8.573 16.881 17.374
H 7.779 16.981 18.952
H 11.929 16.293 14.203
H 10.778 16.259 15.622
H 10.592 17.410 14.483
H 9.178 14.745 12.153
H 10.687 15.369 12.033
H 9.480 16.503 12.073
H 8.107 12.108 13.266
H 6.851 13.311 12.442
H 6.504 12.395 13.956
H 7.296 15.969 14.688
H 6.363 14.672 15.475
H 6.087 15.002 13.774
H 11.900 13.580 18.550
H 12.069 15.217 18.573
H 11.473 14.411 17.062
H 10.276 15.657 20.386
H 10.144 13.884 20.466
H 8.699 14.795 19.991
C 10.399 9.533 9.044
C 10.757 10.280 10.298
C 9.980 11.608 10.464
Sb 10.855 9.056 12.143
C 12.754 8.036 11.738
C 12.770 7.212 10.444
C 14.020 8.835 11.846
C 9.451 7.424 11.792
C 9.456 6.608 13.126
C 8.086 7.923 11.217
H 10.703 10.103 8.233
H 9.331 9.376 8.850
H 10.786 8.599 8.985
H 11.826 10.547 10.303
H 8.886 11.443 10.464
H 10.208 12.229 9.607
H 10.179 12.172 11.343
H 12.706 7.329 12.564
H 12.823 7.838 9.567
H 11.954 6.495 10.341
H 13.750 6.693 10.471
H 14.056 9.751 11.151
H 14.858 8.222 11.700
H 14.219 9.161 12.846
H 9.878 6.828 10.959
H 9.031 7.263 13.908
H 10.427 6.281 13.468
H 8.813 5.761 13.068
H 7.592 8.709 11.793
H 7.425 7.089 10.993
H 8.354 8.371 10.303
C 15.498 12.869 13.503
Ge 9.905 11.226 17.907
C 8.982 9.483 17.512
C 9.430 8.387 18.188
C 8.973 7.126 17.913
C 7.998 6.955 16.893
C 7.468 8.018 16.264
C 8.038 9.287 16.513
C 9.704 11.367 19.888
C 8.487 11.541 20.448
C 8.296 11.633 21.844
C 9.345 11.470 22.694
C 10.617 11.393 22.139
C 11.752 11.271 22.995
C 13.023 10.965 22.521
C 13.140 10.656 21.186
C 12.096 10.808 20.287
C 10.847 11.242 20.770
H 14.525 12.818 12.987
H 16.291 12.210 13.109
H 15.940 13.892 13.582
H 10.149 8.418 19.003
H 9.412 6.325 18.503
H 7.748 5.951 16.733
H 6.731 7.993 15.483
H 7.494 10.116 15.952
H 7.619 11.503 19.836
H 7.272 11.709 22.187
H 9.207 11.425 23.747
H 11.619 11.388 24.086
H 13.852 10.925 23.213
H 14.118 10.359 20.844
H 12.295 10.613 19.248
```

Spin multiplicity: 8
E_LUMO (spin up / spin down), eV: -4.61 / -4.61
Total charge: +2
HOMO (spin up / spin down), eV: -11.7 / -11.7

no.,energy (Eh)
1,-7366.64885
2,-2062.25441
3,-3617.23493
4,-8015.61150